{
  "formula": "C2H2F2N2",
  "method": "ωB97M-V with the def2-TZVPD basis set",
  "homo_ev": [-11.31, -10.03],
  "de_lowest_kj_mol": 764.5,
  "total_charge": 0,
  "lumo_ev": [-1.644, -0.958],
  "elements": ["C", "C", "N", "N", "F", "F", "H", "H"],
  "positions_angstrom": [[-0.719, 0.180, 0.160], [0.423, -0.604, 0.094], [-1.873, -0.372, -0.034], [1.908, 0.634, 0.157], [-2.975, 0.542, -0.047], [3.101, 0.035, -0.108], [-0.392, 1.239, 0.146], [0.526, -1.655, -0.369]],
  "mulliken_charge": [0.1515, -0.1946, -0.3135, -0.0687, -0.1651, -0.1153, 0.3705, 0.3352]
}